(1)
This record from the OMol25 dataset describes a single CH6NPS molecule. The level of theory is ωB97M-V/def2-TZVPD.

```
! RIJCOSX wB97M-V def2-TZVPD def2/J DEFGRID3
* xyz 0 1
H 0.59941 2.19686 1.38752
H 0.23836 0.49645 -1.38346
H 0.12898 0.48090 1.87540
C 0.17194 1.21778 1.13156
S -1.35163 1.48254 0.23081
P -1.07102 0.25804 -1.54457
H -0.95913 -1.39579 -0.03746
H -1.67880 -1.93596 -1.54158
N -0.98906 -1.37743 -1.04021
H 0.94188 0.93788 0.36856
*
```

Output
Gap between HOMO and LUMO, eV: 10.0132
Structure (SMILES): CSPN

---

(2)
This record from the OMol25 dataset describes 2 unconnected molecules or ions with the total composition CH6NPS. The level of theory is ωB97M-V/def2-TZVPD.

```
! RIJCOSX wB97M-V def2-TZVPD def2/J DEFGRID3
* xyz 0 1
C -1.97493 0.48736 -0.59935
H -2.77962 0.06809 -1.35889
H -1.85516 1.51365 -0.85131
P 1.20546 -1.00400 -0.12907
H 0.63017 0.04697 1.76409
H 2.19269 -0.54219 1.84642
S 0.36686 0.24804 -1.53611
H 2.52011 -0.64385 -0.67013
H -1.77252 -0.08651 0.26221
N 1.46694 -0.08756 1.27213
*
```

Output
Gap between HOMO and LUMO (spin up / spin down), eV: 7.1910 / 7.1954

---

We find (1) to be the most stable, with the next structure 0.0854 hartree higher.

---

(1)
This record from the OMol25 dataset describes 2 unconnected molecules or ions with the total composition CH6NPS. The level of theory is ωB97M-V/def2-TZVPD.

```
! RIJCOSX wB97M-V def2-TZVPD def2/J DEFGRID3
* xyz 0 1
C 0.55005 -1.09997 -0.55974
H -0.31277 -1.46497 -1.09346
H 0.88845 -1.60765 0.27903
N -0.05886 1.58017 -0.64134
S -0.23586 0.31778 0.30333
H 1.28380 -0.66060 -1.07899
H -0.46816 1.29430 -1.59491
H 0.01706 1.96055 2.07418
P 0.60344 0.60235 2.14130
H -2.26715 -0.92196 0.17059
*
```

Output
Gap between HOMO and LUMO (spin up / spin down), eV: 6.4412 / 7.0655

---

(2)
This record from the OMol25 dataset describes 2 unconnected molecules or ions with the total composition CH6NPS. The level of theory is ωB97M-V/def2-TZVPD.

```
! RIJCOSX wB97M-V def2-TZVPD def2/J DEFGRID3
* xyz 0 1
S -0.74854 -0.72154 -2.86318
C -0.17229 1.29969 0.57874
P 0.64244 -0.21663 1.13359
H -0.55707 0.99418 -0.35194
H 0.35932 2.24655 0.24033
H -0.93469 1.59172 1.33306
N 1.39815 -0.91485 -0.04204
H 1.43233 -1.90629 -0.11492
H -1.02927 -1.55247 -1.84207
H -0.39039 -0.82035 1.92843
*
```

Output
Gap between HOMO and LUMO (spin up / spin down), eV: 9.4419 / 5.4304

---

We find (2) to be the most stable, with the next structure 0.1107 hartree higher.

---

(1)
This record from the OMol25 dataset describes a gas-phase ion, C2H2N3S2 (charge +1). The level of theory is ωB97M-V/def2-TZVPD.

```
! RIJCOSX wB97M-V def2-TZVPD def2/J DEFGRID3
* xyz 1 1
N 2.81113 -1.12131 -0.08634
C -3.22402 -0.50454 0.24281
N 0.18266 -1.24712 -0.53006
S 1.40421 -1.29948 0.47457
H 2.87381 -0.75086 -1.07299
H -1.12184 0.30989 0.69039
S -4.74189 -0.40602 0.35444
C -1.79325 -0.42579 0.10252
N -1.04989 -1.38483 -0.43168
*
```

Output
Gap between HOMO and LUMO, eV: 7.2217

---

(2)
This record from the OMol25 dataset describes 2 unconnected molecules or ions with the total composition C2H2N3S2. The level of theory is ωB97M-V/def2-TZVPD.

```
! RIJCOSX wB97M-V def2-TZVPD def2/J DEFGRID3
* xyz 1 1
H -1.04844 -1.94260 1.02644
N 0.85269 1.29008 -0.40078
N 1.56212 -0.65291 1.25933
S -1.55982 1.61319 0.69730
C -0.12444 0.87944 0.52009
S 2.51937 1.08327 -0.20453
H 0.52086 1.77793 -1.22629
C 0.36402 -0.34287 1.10962
N 2.60322 0.04277 0.97472
*
```

Output
Gap between HOMO and LUMO, eV: 6.5602

---

We find (1) to be the most stable, with the next structure 0.1088 hartree higher.

---

(1)
This record from the OMol25 dataset describes a gas-phase ion, C2H2N3S2 (charge +1). The level of theory is ωB97M-V/def2-TZVPD.

```
! RIJCOSX wB97M-V def2-TZVPD def2/J DEFGRID3
* xyz 1 1
S -0.31130 -1.86872 -0.59225
H -2.04555 -2.25348 0.92517
N 0.28930 -0.45759 -0.24448
C 1.51171 1.25618 -1.20855
S 4.04332 2.61094 -0.34069
N 1.25249 0.29603 -0.26369
N -1.30480 -2.60517 0.34196
C 2.70043 2.04116 -0.72597
H 0.58769 1.17443 -2.03573
*
```

Output
Gap between HOMO and LUMO (spin up / spin down), eV: 7.4203 / 7.4199

---

(2)
This record from the OMol25 dataset describes a gas-phase ion, C2H2N3S2 (charge +1). The level of theory is ωB97M-V/def2-TZVPD.

```
! RIJCOSX wB97M-V def2-TZVPD def2/J DEFGRID3
* xyz 1 1
S 1.17667 2.68126 -0.03403
N 0.62867 -0.56760 0.75543
N -0.34979 -0.01346 1.21358
N -1.97851 0.46870 -0.54577
S -1.86796 0.28200 0.96859
C 1.72445 1.26198 -0.20570
H -2.90149 0.27957 -0.87524
C 1.50141 -0.13102 -0.13813
H 2.16522 -0.89690 -0.46996
*
```

Output
Gap between HOMO and LUMO, eV: 7.0565

---

We find (2) to be the most stable, with the next structure 0.0276 hartree higher.

---

(1)
This record from the OMol25 dataset describes a gas-phase ion, C9H19N2 (charge +1). The level of theory is ωB97M-V/def2-TZVPD.

```
! RIJCOSX wB97M-V def2-TZVPD def2/J DEFGRID3
* xyz 1 1
C 3.92129 -0.63578 0.60947
H -1.55118 -0.77730 -1.46863
H 2.11531 0.67722 -2.08653
C -1.58896 -0.23580 -0.52178
N -3.84740 -1.02696 -0.56678
C -2.97058 -0.22596 -0.02492
C -3.37443 0.60219 1.12503
H -4.79310 -1.09055 -0.21407
H -2.96190 1.60643 1.04589
C 2.95823 0.32306 -0.04343
H 1.27876 -1.96938 0.17813
H 4.84614 -0.68453 0.03802
H -3.60385 -1.62007 -1.34937
H 2.41462 -1.05913 -1.69943
H -4.45425 0.66019 1.23177
H 4.16473 -0.30651 1.61870
C 0.48732 1.22017 0.14990
H 0.24467 1.28735 1.21369
H 1.05596 -1.11855 1.57022
H -0.55603 1.21761 -1.72286
H -2.96121 0.17250 2.03858
C 1.47220 0.06892 -0.03870
C -0.81303 1.10227 -0.66975
C 2.24626 -0.06364 -1.31388
H -1.44955 1.94484 -0.40041
H 0.96840 2.15359 -0.14001
H 3.25618 1.36007 0.04342
N 0.89197 -1.11645 0.56587
H -0.90844 -0.82268 0.16336
H 3.51187 -1.64313 0.66850
*
```

Output
Gap between HOMO and LUMO, eV: 8.2442
Structure (SMILES): CC(=[NH2+])CCC[C@@]1(N)C[C@@H]1C

---

(2)
This record from the OMol25 dataset describes a gas-phase ion, C9H19N2 (charge +1). The level of theory is ωB97M-V/def2-TZVPD.

```
! RIJCOSX wB97M-V def2-TZVPD def2/J DEFGRID3
* xyz 1 1
C -1.44047 1.72196 0.61615
N -0.84731 -0.63734 0.58207
C -2.04267 -1.37178 1.10674
H -1.71972 -2.20976 1.61758
H -2.69112 -0.66709 1.84316
H 2.06371 -0.44003 1.71626
H -1.04579 2.76752 0.42689
H -1.17498 -0.33602 -2.11450
H -2.59615 1.81075 0.64975
C 0.61922 0.74064 -0.61680
H 2.17567 1.80794 0.18038
H 0.90057 -0.93560 -2.02249
C 0.98657 -0.70877 -0.92475
C -1.73028 0.49310 -1.55348
H -2.83392 0.38554 -1.24824
H 0.69304 -2.18191 0.72403
H -0.45155 -2.16436 -0.80143
H 2.89078 -1.81188 0.00945
C 2.46375 -0.75873 -0.40254
C -0.96048 0.57679 -0.25207
N 1.48850 1.18725 0.50040
H 3.45869 0.56559 1.06189
H 0.78400 1.53016 1.23197
H -1.60537 1.41068 -2.16464
H -2.67909 -1.68755 0.30347
H -1.01011 1.60146 1.64860
C 0.06406 -1.61431 -0.08262
H 3.11154 -0.37154 -1.31763
C 2.43039 0.07013 0.86251
H 0.69853 1.22715 -1.58012
*
```

Output
Gap between HOMO and LUMO, eV: 9.3416
Structure (SMILES): CN1C[C@@H]2CC[NH2+][C@@H]2C1(C)C

---

We find (1) to be the most stable, with the next structure 0.0581 hartree higher.

---

(1)
This record from the OMol25 dataset describes a single C3H5PS molecule. The level of theory is ωB97M-V/def2-TZVPD.

```
! RIJCOSX wB97M-V def2-TZVPD def2/J DEFGRID3
* xyz 0 1
H -0.24009 -1.84374 0.48544
C -0.53029 1.27549 -0.07622
H -0.83739 -1.28103 -1.21739
C -0.50407 -0.92094 -0.09580
H 2.31941 -1.20655 0.55939
H -0.11866 2.17757 0.35730
S -1.84468 0.04150 0.58932
H -0.90423 1.39562 -1.08252
P 2.11377 0.23711 0.52481
C 0.54623 0.12499 -0.04433
*
```

Output
Gap between HOMO and LUMO, eV: 8.8859
Structure (SMILES): P=C1CSC1

---

(2)
This record from the OMol25 dataset describes a single C3H5PS molecule. The level of theory is ωB97M-V/def2-TZVPD.

```
! RIJCOSX wB97M-V def2-TZVPD def2/J DEFGRID3
* xyz 0 1
C -0.65073 0.22994 -0.38326
C 2.05721 0.37896 0.17370
H -0.69514 1.25603 -0.80994
H -2.94144 -0.36748 -0.85551
H 2.13578 1.44891 0.47942
H 0.53169 -1.27522 0.16507
H -2.52529 -0.09827 0.92716
S 3.42670 -0.40409 0.29671
C 0.62933 -0.21254 -0.01824
P -1.96811 -0.95622 0.02488
*
```

Output
Gap between HOMO and LUMO, eV: 8.0244
Structure (SMILES): P/C=C/C=S

---

We find (1) to be the most stable, with the next structure 0.0055 hartree higher.